# 1
Below is an isolated ion of composition C14H16N and charge +1 in a non-equilibrium geometry, with properties calculated with ωB97M-V/def2-TZVPD.

The geometry in XYZ format:
```
31
Properties=species:S:1:pos:R:3:mulliken_charge:R:1
C 1.91754 -1.50539 -2.40527 -0.5581
C 1.31537 -0.33507 -2.91972 -0.6456
C 1.88591 -1.68226 -1.02475 0.0222
C 0.63969 0.49985 -2.07927 0.1267
C 1.18978 -0.81859 -0.21528 0.2935
C -1.21972 2.08083 -0.32986 -0.0362
C -1.28630 3.31029 -0.75654 -0.8740
C -0.56054 -2.51199 1.07442 -1.0958
C 2.28401 -0.37005 2.00318 -0.9750
C 0.28369 -1.78317 1.81204 -0.1197
C 1.25604 -0.85891 1.30807 0.0496
C -1.97338 0.95819 -0.01434 0.1546
C -0.19099 1.02621 0.14803 -0.7775
C -2.70836 1.08282 1.40803 -1.0853
N 0.52454 0.22237 -0.80432 0.3326
H 2.55300 -2.07700 -3.03117 0.4610
H 1.45946 0.02420 -3.90992 0.4471
H 2.26590 -2.66170 -0.49361 0.3425
H 0.09489 1.35342 -2.50802 0.4077
H -0.53452 3.95235 -0.95304 0.4438
H -2.33228 3.45679 -1.01843 0.2778
H -1.16930 -3.18969 1.50701 0.4111
H -0.52188 -2.36199 0.02637 0.3299
H 2.21411 -0.60691 3.11827 0.2422
H 3.04615 0.14419 1.61123 0.4474
H 0.16300 -1.94895 2.90913 0.2762
H -2.40914 0.17758 -0.63770 0.3957
H 0.12181 1.07035 1.16045 0.7318
H -3.27871 0.14279 1.55064 0.3117
H -3.18356 2.05637 1.35859 0.3717
H -1.84620 1.15308 2.10576 0.2900
```

As for the relative energy (zero: lowest compared OMol25 entry of this formula, charge and spin): 5.464 eV. The total charge is +1. The HOMO energy is -12.587 eV. For the maximum force, the calculation gives 5.345 eV/A. The structure (SMILES) is C=CC(=C)c1cccc[n+]1[C@H]1C(=C)[C@@H]1C. Its total energy is -597.4049 a.u.


# 2
Below is one molecule with the formula C14H16N2O6S in a non-equilibrium geometry, with properties calculated with ωB97M-V/def2-TZVPD.

The geometry in XYZ format:
```
39
Properties=species:S:1:pos:R:3:mulliken_charge:R:1
C -5.09644 -3.00573 -0.76476 -1.2386
C -3.85730 -2.17543 -1.03699 -0.1359
H -3.87486 -1.74798 -2.04533 0.2843
H -2.94381 -2.77103 -0.93488 0.2866
O -3.81733 -1.10578 -0.08483 -0.4071
C -2.74091 -0.31410 -0.14305 0.6520
O -1.84714 -0.42809 -0.93681 -0.5675
N -2.83795 0.64643 0.84316 -0.0317
C -2.02700 1.77418 1.02554 -0.0564
O -2.51741 2.76714 1.51271 -0.6152
C -0.62433 1.62060 0.62702 0.4523
C 0.08653 2.70045 0.13430 0.6483
O 1.33325 2.60617 -0.24956 -0.5931
H 1.67156 1.66998 -0.12689 0.6989
C -0.50170 4.06189 -0.01215 -1.1990
H 0.19799 4.69750 -0.54781 0.3631
H -1.45222 4.02192 -0.53779 0.3368
H -0.70075 4.48267 0.97179 0.3106
C -0.00520 0.34594 0.80470 -0.5497
N 1.20708 0.11868 0.43080 -0.3878
C 1.81411 -1.06639 0.57483 0.8008
C 3.14242 -1.33385 0.29073 0.1257
C 3.49057 -2.68990 0.52028 -1.1820
C 2.45491 -3.43822 0.96276 -0.2706
S 1.00177 -2.53068 1.12868 -0.1452
H 2.44158 -4.48174 1.20736 0.4366
H 4.48433 -3.06026 0.34732 0.4598
C 4.13968 -0.37418 -0.19579 0.4438
O 5.28014 -0.66722 -0.46558 -0.6452
O 3.65831 0.87617 -0.31013 -0.2813
C 4.57479 1.85051 -0.78650 -0.7523
H 4.01622 2.78043 -0.84885 0.2498
H 4.95936 1.56293 -1.76710 0.3115
H 5.41614 1.94957 -0.09740 0.2820
H -0.58001 -0.42735 1.32211 0.6008
H -3.74884 0.71290 1.28474 0.2851
H -5.14788 -3.82400 -1.47664 0.3930
H -5.98791 -2.39238 -0.86238 0.3223
H -5.06175 -3.41177 0.24237 0.3142
```

As for the relative energy (zero: lowest compared OMol25 entry of this formula, charge and spin): 0.174 eV. The HOMO energy is -8.076 eV. For the maximum force, the calculation gives 1.815 eV/A. The structure (SMILES) is CCOC(=O)NC(=O)C(/C=N/c1sccc1C(=O)OC)=C(\C)O. Its total energy is -1502.2712 a.u.


> Which formula does entry 2 have?

C14H16N2O6S


What did the first record say?
Below is an isolated ion of composition C14H16N and charge +1 in a non-equilibrium geometry, with properties calculated with ωB97M-V/def2-TZVPD.

The geometry in XYZ format:
```
31
Properties=species:S:1:pos:R:3:mulliken_charge:R:1
C 1.91754 -1.50539 -2.40527 -0.5581
C 1.31537 -0.33507 -2.91972 -0.6456
C 1.88591 -1.68226 -1.02475 0.0222
C 0.63969 0.49985 -2.07927 0.1267
C 1.18978 -0.81859 -0.21528 0.2935
C -1.21972 2.08083 -0.32986 -0.0362
C -1.28630 3.31029 -0.75654 -0.8740
C -0.56054 -2.51199 1.07442 -1.0958
C 2.28401 -0.37005 2.00318 -0.9750
C 0.28369 -1.78317 1.81204 -0.1197
C 1.25604 -0.85891 1.30807 0.0496
C -1.97338 0.95819 -0.01434 0.1546
C -0.19099 1.02621 0.14803 -0.7775
C -2.70836 1.08282 1.40803 -1.0853
N 0.52454 0.22237 -0.80432 0.3326
H 2.55300 -2.07700 -3.03117 0.4610
H 1.45946 0.02420 -3.90992 0.4471
H 2.26590 -2.66170 -0.49361 0.3425
H 0.09489 1.35342 -2.50802 0.4077
H -0.53452 3.95235 -0.95304 0.4438
H -2.33228 3.45679 -1.01843 0.2778
H -1.16930 -3.18969 1.50701 0.4111
H -0.52188 -2.36199 0.02637 0.3299
H 2.21411 -0.60691 3.11827 0.2422
H 3.04615 0.14419 1.61123 0.4474
H 0.16300 -1.94895 2.90913 0.2762
H -2.40914 0.17758 -0.63770 0.3957
H 0.12181 1.07035 1.16045 0.7318
H -3.27871 0.14279 1.55064 0.3117
H -3.18356 2.05637 1.35859 0.3717
H -1.84620 1.15308 2.10576 0.2900
```

As for the relative energy (zero: lowest compared OMol25 entry of this formula, charge and spin): 5.464 eV. The total charge is +1. The HOMO energy is -12.587 eV. For the maximum force, the calculation gives 5.345 eV/A. The structure (SMILES) is C=CC(=C)c1cccc[n+]1[C@H]1C(=C)[C@@H]1C. Its total energy is -597.4049 a.u.


> Which value of maximum force does entry 2 give?

1.815 eV/A